C3H8N | wB97M-V/def2-TZVPD

Structure (ORCA input):
```
! RIJCOSX wB97M-V def2-TZVPD def2/J DEFGRID3
* xyz 1 3
C 0.540 0.557 -1.085
C 0.725 0.944 0.452
C 0.138 -0.381 -0.020
N -1.277 -0.801 0.251
H -0.073 1.123 -1.670
H 1.541 0.390 -1.523
H 1.628 0.873 1.054
H 0.149 1.697 0.983
H 1.610 -1.853 0.547
H -1.840 -0.014 -0.194
H -1.514 -0.879 1.364
H -1.628 -1.657 -0.158
*
```

frontier orbital gap (spin up / spin down) = 8.81 / 9.64 eV
⟨S²⟩ = 2.003
LUMO (spin up / spin down) = -4.1 / -6.4 eV
energy relative to the best compared isomer or geometry (same formula, charge and spin) = 108.30 kJ/mol
HOMO (spin up / spin down) = -12.8990 / -16.0666 eV
F_max = 4.58 eV Å⁻¹